Entry from the Open Molecules 2025 dataset: one molecule with the formula C22H28N2O6 in a non-equilibrium geometry (ωB97M-V/def2-TZVPD).

The geometry in XYZ format:
```
58
Properties=species:S:1:pos:R:3:forces:R:3
C -3.507 -3.997 -0.749 -0.01 -0.24 0.05
H -4.459 -4.412 -1.076 0.09 -0.02 0.04
O -3.561 -2.628 -1.080 0.08 0.45 -0.13
C -2.470 -1.851 -0.821 0.00 0.14 -0.05
C -1.319 -2.321 -0.212 0.02 -0.02 0.03
C -0.218 -1.491 -0.005 -0.26 0.20 -0.18
C -0.265 -0.165 -0.416 0.10 -0.26 0.13
C -1.415 0.316 -1.008 -0.29 -0.11 -0.08
C -2.525 -0.495 -1.213 0.13 0.02 0.10
O -3.594 0.069 -1.850 0.37 -0.34 -0.32
C -4.872 -0.062 -1.230 -0.36 0.20 0.33
C -4.917 0.692 0.059 0.00 0.62 0.04
C -4.941 2.054 0.222 -0.01 -0.93 -0.14
O -4.922 2.340 1.531 -0.01 0.58 -0.75
N -4.878 1.187 2.244 0.03 -0.94 0.89
C -4.865 0.195 1.394 -0.07 0.63 -0.25
C -4.794 -1.216 1.847 0.05 0.05 0.11
H -5.518 -1.826 1.309 -0.02 -0.09 0.01
H -4.992 -1.263 2.913 -0.02 -0.07 0.06
H -3.797 -1.613 1.657 0.03 -0.10 -0.01
C -4.987 3.163 -0.761 -0.08 -0.01 0.21
H -6.015 3.345 -1.076 -0.03 0.07 -0.04
H -4.600 4.071 -0.307 0.04 0.09 -0.06
H -4.398 2.903 -1.636 0.04 0.03 -0.05
H -5.125 -1.112 -1.069 -0.01 0.18 -0.11
H -5.567 0.374 -1.953 0.08 -0.13 0.06
H -1.481 1.343 -1.332 -0.05 0.10 -0.03
H 0.582 0.482 -0.260 0.08 0.07 0.00
C 0.966 -2.088 0.650 -0.02 -0.40 0.17
O 1.022 -3.226 1.045 -0.01 0.16 -0.06
O 1.977 -1.207 0.765 -0.01 0.28 -0.19
C 3.194 -1.674 1.338 0.33 -0.54 0.19
H 3.286 -1.272 2.354 -0.06 -0.02 -0.11
H 3.173 -2.767 1.387 0.11 0.34 -0.01
C 4.411 -1.273 0.493 -0.43 -0.22 0.21
O 5.154 -2.137 0.069 0.07 -0.37 0.01
N 4.624 0.039 0.282 0.15 0.27 -0.19
C 3.804 1.130 0.782 -0.30 0.26 0.28
C 4.536 1.909 1.879 -0.16 -0.14 -0.17
H 5.393 2.450 1.491 0.11 0.08 0.01
H 3.855 2.627 2.330 -0.04 0.11 0.06
H 4.882 1.227 2.652 0.04 -0.03 0.09
H 2.901 0.707 1.223 0.14 0.06 -0.06
C 3.370 2.023 -0.389 0.09 0.01 0.14
C 4.550 2.483 -1.240 -0.14 -0.16 -0.16
C 5.330 1.264 -1.718 0.10 0.16 0.26
C 5.771 0.432 -0.518 0.22 -0.18 -0.40
H 6.266 -0.486 -0.840 -0.02 0.18 0.12
H 6.467 1.005 0.102 0.03 -0.02 -0.02
H 6.208 1.567 -2.290 0.02 -0.04 -0.05
H 4.696 0.654 -2.364 0.01 -0.06 -0.06
H 5.204 3.136 -0.659 0.04 0.08 -0.01
H 4.184 3.057 -2.093 0.03 0.08 0.04
H 2.824 2.883 0.004 -0.08 0.00 0.02
H 2.689 1.449 -1.022 -0.07 -0.01 0.00
H -1.229 -3.346 0.110 -0.04 -0.09 0.01
H -2.692 -4.502 -1.273 -0.01 0.02 0.03
H -3.397 -4.146 0.329 0.02 0.01 -0.03
```
Forces are in eV/Å.

Results
Relative energy (zero: lowest compared OMol25 entry of this formula, charge and spin), kcal/mol: 42.4
HOMO level, eV: -8.80
LUMO, eV: 0.47
Frontier orbital gap, eV: 9.27

***

Entry from the Open Molecules 2025 dataset: C5H8N2 as an isolated structure (ωB97M-V/def2-TZVPD).

The geometry in XYZ format:
```
15
Properties=species:S:1:pos:R:3:forces:R:3
C 1.472 -1.722 -0.857 0.04 0.00 0.01
C 0.246 -0.963 -0.473 -0.11 -0.09 -0.05
C -1.067 -1.203 -0.643 0.05 -0.27 -0.16
N -1.535 0.089 -0.216 -0.16 0.05 0.14
C -0.138 0.350 0.111 0.14 0.30 0.20
N -0.645 2.375 1.246 0.09 0.14 -0.03
C 0.282 1.410 0.800 0.10 -0.24 -0.11
H 2.071 -1.200 -1.611 -0.10 0.01 0.14
H 2.124 -1.940 -0.004 -0.11 0.11 -0.08
H 1.164 -2.681 -1.290 0.08 0.15 0.08
H -1.675 -2.014 -1.026 0.08 0.11 0.02
H -2.137 0.092 0.607 0.03 -0.02 -0.11
H -0.239 3.137 1.764 0.07 -0.03 -0.11
H -1.246 2.726 0.510 -0.02 -0.11 0.10
H 1.323 1.544 1.083 -0.16 -0.12 -0.05
```
Forces are in eV/Å.

Results
Relative energy (zero: lowest compared OMol25 entry of this formula, charge and spin), kcal/mol: 53.7
HOMO level, eV: -7.76
LUMO, eV: 1.08
Frontier orbital gap, eV: 8.84

***

Entry from the Open Molecules 2025 dataset: a 2-piece molecular cluster, N4O2 overall in a non-equilibrium geometry (ωB97M-V/def2-TZVPD).

The geometry in XYZ format:
```
6
Properties=species:S:1:pos:R:3:forces:R:3
N -0.264 -0.484 0.988 -0.08 1.33 -0.21
N 1.078 -0.487 -1.801 -0.77 0.65 0.00
N 0.217 0.189 -1.744 0.85 -0.74 -0.30
N -0.419 0.674 0.936 -0.69 -3.93 1.33
O -0.650 -1.576 1.331 -0.06 -0.33 0.20
O -0.179 1.728 0.508 0.76 3.02 -1.03
```
Forces are in eV/Å.

Results
Relative energy (zero: lowest compared OMol25 entry of this formula, charge and spin), kcal/mol: 2.4
HOMO level, eV: -10.12
LUMO, eV: -0.54
Frontier orbital gap, eV: 9.57

***

Entry from the Open Molecules 2025 dataset: an isolated ion of composition C5H4Cl2F3N2 and charge +1 in a non-equilibrium geometry (ωB97M-V/def2-TZVPD).

The geometry in XYZ format:
```
16
Properties=species:S:1:pos:R:3:forces:R:3
C 0.036 -0.971 -0.412 -0.24 -0.18 -0.18
C 0.066 0.891 -2.002 0.39 1.08 -0.51
C 0.166 -0.281 1.021 0.06 0.67 0.48
C -1.096 -0.328 1.706 -0.05 0.23 -0.32
C -1.527 -1.648 2.378 -0.45 -0.93 0.53
N 0.046 -0.358 -1.467 0.06 -1.04 -0.38
N -0.873 1.694 -1.830 -0.45 -0.06 0.58
F -2.824 -1.683 2.615 0.05 0.23 -0.10
F -1.214 -2.683 1.593 0.10 0.37 -0.24
F -0.871 -1.802 3.523 0.13 0.47 -0.12
Cl 1.475 1.095 -3.024 -0.29 0.04 0.28
Cl -2.166 0.924 1.755 0.60 -0.56 -0.09
H -0.029 -2.051 -0.389 -0.03 -0.13 0.15
H 0.928 -0.887 1.520 -0.14 -0.04 0.11
H 0.504 0.742 0.850 -0.07 -0.06 0.03
H -0.866 2.566 -2.344 0.32 -0.09 -0.20
```
Forces are in eV/Å.

Results
Relative energy (zero: lowest compared OMol25 entry of this formula, charge and spin), kcal/mol: 22.9
HOMO level (spin up / spin down), eV: -14.23 / -14.23
LUMO (spin up / spin down), eV: -7.70 / -7.70
Total charge: +1
Frontier orbital gap (spin up / spin down), eV: 6.53 / 6.53